1.
DFT (ωB97M-V/def2-TZVPD) results for a structure of composition C30H64AlBBrClNO22.

Each line ends with the Mulliken charge.
Geometry (Å):
C  1.9840  6.8965  -1.4613  -1.730
C  2.0811  5.4093  -1.8466  1.179
C  1.4856  5.2526  -3.2695  -1.418
C  1.3333  4.5350  -0.8281  -1.000
Al  2.1084  2.6918  -0.5149  -0.655
Br  3.8690  2.9413  1.1435  -0.656
C  0.6802  1.5146  0.3520  -0.512
C  -0.6130  1.6709  -0.4919  -0.158
C  -0.9992  0.3950  -1.2511  -0.634
Cl  -1.0430  0.6955  -3.0296  -0.249
B  2.7556  1.6585  -2.2484  0.777
O  2.7447  2.2803  -3.5204  -0.546
N  3.2026  0.2250  -2.2512  0.258
C  4.6611  0.1081  -2.2422  -1.173
C  2.7270  -0.4426  -3.4740  -0.998
H  0.9676  7.2319  -1.6688  0.344
H  2.1679  7.0560  -0.4031  0.397
H  2.6460  7.4969  -2.0857  0.415
H  3.1425  5.1650  -1.8747  0.289
H  0.6691  4.5362  -3.2439  0.183
H  2.2658  4.9432  -3.9596  0.140
H  1.1088  6.2021  -3.6364  0.553
H  0.2764  4.5349  -1.1045  0.379
H  1.3691  5.0476  0.1363  0.313
H  0.9925  0.4727  0.3141  0.376
H  0.5306  1.8294  1.3823  0.202
H  -1.4369  1.9583  0.1581  0.365
H  -0.4789  2.4523  -1.2332  -0.061
H  -1.9958  0.0883  -0.9553  0.365
H  -0.3283  -0.4314  -1.0603  0.352
H  1.8529  2.6372  -3.6655  0.222
H  5.1247  0.7218  -1.4731  0.335
H  5.1095  0.3926  -3.2014  0.282
H  4.9434  -0.9333  -2.0782  0.296
H  2.8262  -1.5237  -3.3750  0.322
H  3.2745  -0.1204  -4.3614  0.289
H  1.6825  -0.2072  -3.6549  0.176
C  -2.9405  4.8080  -4.4380  -0.729
O  -2.4957  5.4528  -5.6366  -0.231
C  -2.8269  6.7383  -5.7236  0.802
O  -3.4506  7.3710  -4.9114  -0.567
O  -2.3588  7.2066  -6.8848  -0.299
C  -2.6436  8.5856  -7.1168  -0.692
H  -2.6049  3.7763  -4.4936  0.226
H  -2.5010  5.2786  -3.5614  0.339
H  -4.0276  4.8290  -4.3723  0.329
H  -2.1875  9.2067  -6.3483  0.294
H  -3.7182  8.7578  -7.1470  0.302
H  -2.2108  8.8299  -8.0828  0.227
C  4.6455  -2.1111  1.0264  -0.947
O  5.5855  -3.0636  0.5033  -0.354
C  6.7196  -3.1614  1.1911  0.822
O  7.0081  -2.5496  2.1851  -0.542
O  7.4919  -4.0747  0.5879  -0.335
C  8.7508  -4.2819  1.2258  -0.659
H  3.7741  -2.1309  0.3774  0.293
H  4.3405  -2.3839  2.0352  0.430
H  5.0634  -1.1074  1.0135  0.438
H  8.6129  -4.6425  2.2437  0.292
H  9.3350  -3.3635  1.2324  0.302
H  9.2708  -5.0367  0.6422  0.223
C  -4.5050  4.0896  -7.7661  -0.484
O  -4.6646  3.9151  -9.1792  -0.343
C  -3.5357  3.6282  -9.8264  0.777
O  -2.4467  3.5040  -9.3348  -0.536
O  -3.8248  3.4983  -11.1268  -0.336
C  -2.6950  3.1859  -11.9418  -0.624
H  -5.4931  4.3115  -7.3705  0.317
H  -4.1312  3.1767  -7.3061  0.299
H  -3.8379  4.9168  -7.5522  0.119
H  -2.2551  2.2364  -11.6428  0.293
H  -1.9486  3.9759  -11.8846  0.296
H  -3.0631  3.1090  -12.9612  0.210
C  -0.5614  -5.6291  4.3996  -0.567
O  0.3480  -4.8267  3.6475  -0.274
C  1.3518  -5.5069  3.0896  0.715
O  1.5412  -6.6932  3.1899  -0.576
O  2.1002  -4.6453  2.4086  -0.213
C  3.2408  -5.2122  1.7575  -0.486
H  -1.3199  -4.9621  4.7993  0.188
H  -1.0437  -6.3659  3.7591  0.264
H  -0.0516  -6.1235  5.2249  0.308
H  2.9417  -5.9620  1.0275  0.355
H  3.9223  -5.6501  2.4850  0.314
H  3.7413  -4.3999  1.2461  0.001
C  -1.5742  -8.0120  10.9163  -0.633
O  -1.6243  -8.1140  9.4927  -0.310
C  -0.4605  -8.4412  8.9263  0.793
O  0.5724  -8.6479  9.5084  -0.543
O  -0.6434  -8.4988  7.6080  -0.305
C  0.5303  -8.8367  6.8632  -0.660
H  -2.5755  -7.7433  11.2401  0.217
H  -1.2931  -8.9650  11.3608  0.293
H  -0.8746  -7.2366  11.2221  0.293
H  0.8971  -9.8215  7.1458  0.358
H  1.3084  -8.0908  7.0122  0.303
H  0.2471  -8.8466  5.8146  0.196
C  -6.6343  -2.6098  3.9140  -0.621
O  -5.9742  -2.8152  2.6638  -0.332
C  -4.8676  -3.5554  2.7441  0.809
O  -4.4161  -4.0419  3.7493  -0.545
O  -4.3469  -3.6599  1.5223  -0.318
C  -3.1431  -4.4281  1.4681  -0.594
H  -7.5070  -1.9987  3.7030  0.220
H  -6.9510  -3.5590  4.3424  0.293
H  -5.9843  -2.0834  4.6100  0.287
H  -3.3253  -5.4514  1.7925  0.287
H  -2.3697  -3.9709  2.0829  0.245
H  -2.8186  -4.4342  0.4319  0.272
C  -1.3507  0.3907  3.8715  -0.759
O  -0.8154  1.5978  4.4164  -0.234
C  -1.6897  2.3288  5.0984  0.780
O  -2.8505  2.0611  5.2869  -0.562
O  -1.0614  3.4188  5.5455  -0.298
C  -1.8871  4.3060  6.2960  -0.648
H  -0.5428  -0.1023  3.3391  0.257
H  -1.7112  -0.2606  4.6665  0.374
H  -2.1537  0.6093  3.1700  0.282
H  -2.2761  3.8123  7.1852  0.292
H  -2.7087  4.6769  5.6858  0.294
H  -1.2538  5.1375  6.5919  0.216

For the total energy, the calculation gives -6193.22754 a.u. The LUMO energy comes out at 1.837 eV. As for the HOMO-LUMO gap: 6.38 eV. As for the net charge: -1.


2.
DFT (ωB97M-V/def2-TZVPD) results for a structure of composition C30H64N2NbO4.

Each line ends with the Löwdin spin population.
Geometry (Å):
C  4.2616  3.4643  3.1492  0.000
C  4.3041  1.9415  3.6088  0.000
C  3.3592  0.9579  2.7811  0.000
C  2.9666  1.4591  1.3316  0.000
C  1.8716  0.4593  0.6733  0.001
Nb  -0.1978  1.1618  1.4293  0.000
C  -2.1784  2.0798  2.2140  0.000
O  -2.0147  3.5179  2.1202  0.000
C  -3.0324  4.2195  2.8389  0.000
C  -2.8903  4.0820  4.4348  0.000
C  -1.3860  4.2012  4.9277  0.000
C  -0.8481  -0.9643  1.9331  0.000
C  -1.1520  -1.0912  3.5841  0.000
C  0.2089  -1.2933  4.4942  0.000
O  -0.8643  -2.4244  4.1806  0.000
H  4.9091  3.5474  2.2177  0.000
H  3.2006  3.7833  2.9557  0.000
H  4.7140  4.0745  3.9982  0.000
H  3.9632  1.8967  4.6944  0.000
H  5.3749  1.5892  3.5740  0.000
H  2.4837  0.6816  3.4342  0.000
H  3.9519  -0.0081  2.6351  0.000
H  2.5654  2.5065  1.2799  0.000
H  3.8958  1.3439  0.6753  0.000
H  1.8418  0.6395  -0.4534  0.000
H  2.0723  -0.6234  0.9215  0.000
H  -0.9055  0.9492  -0.2656  0.000
H  0.3582  2.8613  0.9867  0.000
H  0.4190  1.3327  3.1555  0.000
H  -2.2798  1.7088  3.2868  0.000
H  -3.0395  1.7040  1.5631  0.000
H  -4.0820  3.9860  2.4784  0.000
H  -2.8706  5.3312  2.6274  0.000
H  -3.5231  4.9029  4.8786  0.000
H  -3.2485  3.0381  4.6842  0.000
H  -0.9684  5.2096  4.6078  0.000
H  -0.7180  3.3963  4.4859  0.000
H  -1.4129  4.1080  6.0625  0.000
H  0.0192  -1.6956  1.8380  0.000
H  -1.7885  -1.3209  1.4249  0.000
H  -2.0060  -0.4314  4.0345  0.000
H  0.1087  -1.5551  5.5885  0.000
H  1.1309  -1.6624  3.9479  0.000
C  4.7167  0.3232  -5.4318  0.002
C  3.5071  0.9247  -4.6643  0.023
C  2.7045  1.8869  -5.5693  0.013
C  3.3210  3.2719  -5.7367  0.001
C  3.6941  3.8694  -4.3851  0.013
C  4.5993  2.9340  -3.5664  0.024
N  4.0129  1.5721  -3.4199  0.315
O  2.9943  1.6568  -2.5537  0.600
C  5.9874  2.8661  -4.2453  0.001
C  4.8945  3.5829  -2.1973  -0.001
C  2.5918  -0.2910  -4.3842  -0.001
H  5.6001  0.2354  -4.7968  0.002
H  4.5167  -0.6894  -5.7890  0.000
H  4.9856  0.9140  -6.3128  0.000
H  1.6995  2.0213  -5.1533  0.002
H  2.5657  1.4367  -6.5572  0.001
H  4.1948  3.2249  -6.3942  0.000
H  2.6032  3.9294  -6.2372  0.001
H  4.1891  4.8333  -4.5397  0.001
H  2.7761  4.0887  -3.8282  0.003
H  6.6526  2.1832  -3.7092  0.001
H  6.4607  3.8501  -4.2490  0.000
H  5.9508  2.5502  -5.2865  0.000
H  3.9893  3.8015  -1.6283  -0.001
H  5.4176  4.5344  -2.3282  0.000
H  5.5348  2.9378  -1.5894  0.000
H  3.0769  -1.0077  -3.7159  0.000
H  2.3527  -0.8105  -5.3161  0.000
H  1.6356  -0.0004  -3.9428  0.000
C  -6.1646  -6.1025  0.2102  0.002
C  -4.9649  -5.6318  -0.6572  0.024
C  -3.6253  -6.0977  -0.0423  0.013
C  -3.1367  -5.2611  1.1363  0.001
C  -3.1732  -3.7746  0.8040  0.014
C  -4.5600  -3.3223  0.3166  0.025
N  -5.0536  -4.1522  -0.8218  0.331
O  -4.3521  -3.8140  -1.9128  0.582
C  -5.5467  -3.3770  1.5061  0.001
C  -4.5082  -1.8213  -0.0439  -0.001
C  -5.1353  -6.3999  -1.9895  -0.001
H  -6.9488  -5.3455  0.2674  0.002
H  -6.6498  -6.9899  -0.2028  0.000
H  -5.8637  -6.3614  1.2295  0.000
H  -2.8452  -6.0713  -0.8120  0.002
H  -3.7059  -7.1432  0.2717  0.001
H  -3.7334  -5.4730  2.0287  0.000
H  -2.1113  -5.5503  1.3847  0.001
H  -2.8773  -3.2003  1.6859  0.001
H  -2.4169  -3.5625  0.0398  0.003
H  -6.5554  -3.0926  1.1922  0.001
H  -5.2390  -2.6832  2.2905  0.000
H  -5.6064  -4.3547  1.9812  0.000
H  -3.7640  -1.5935  -0.8085  -0.001
H  -4.2449  -1.2214  0.8312  0.000
H  -5.4822  -1.4709  -0.3979  0.000
H  -6.0497  -6.0981  -2.5081  0.000
H  -5.1947  -7.4756  -1.8041  0.000
H  -4.2901  -6.2532  -2.6663  -0.001

As for the spin multiplicity: 3. For the total energy, the calculation gives -1648.35966 a.u. The LUMO energy (alpha / beta) comes out at 2.362 / 1.945 eV. As for the HOMO-LUMO gap (alpha / beta): 6.64 / 6.22 eV. The expectation value of S² is 2.01. As for the net charge: -1.